The molecule C20H28N2O3 in a non-equilibrium geometry. Source: the Open Molecules 2025 dataset; level of theory: ωB97M-V with the def2-TZVPD basis set.

Last column: Mulliken charge in e.
Cartesian coordinates (Å):
C1 -3.2284 0.4853 6.3933  -1.148
C2 -3.6808 -0.9350 6.0809  -0.318
C3 -2.5294 -1.8069 5.5618  -1.339
C4 -2.0143 -1.3090 4.2407  0.621
C5 -2.7488 -1.5752 3.0761  -0.272
C6 -2.3550 -1.1218 1.8348  -1.568
C7 -1.1867 -0.3781 1.7756  -0.256
O1 -0.6063 0.1650 0.6826  -0.508
C8 0.5284 0.8046 1.1229  1.253
C9 1.3763 1.4884 0.1295  0.209
O2 2.4117 2.0628 0.4263  -0.721
N1 0.8810 1.4425 -1.1258  -0.096
C10 1.6163 1.8994 -2.2772  -1.242
C11 1.9904 0.7107 -3.1719  -0.559
N2 0.7803 -0.0147 -3.5420  0.316
C12 0.9144 -1.4570 -3.5706  -1.128
C13 1.6878 -1.9593 -4.7938  -0.419
C14 0.9555 -1.5200 -6.0583  -0.916
C15 0.7791 0.0030 -6.0674  0.122
O3 2.0087 0.6792 -6.2437  -0.517
C16 0.1422 0.4758 -4.7447  -1.225
C17 0.6885 0.6794 2.4760  -0.141
C18 1.7808 1.2238 3.3210  -1.584
C19 -0.4291 -0.0956 2.9274  1.354
C20 -0.8514 -0.5679 4.1685  -0.438
H1 -2.8346 0.9646 5.4999  0.295
H2 -4.0624 1.0774 6.7629  0.366
H3 -2.4495 0.4794 7.1528  0.281
H4 -4.0901 -1.3927 6.9844  0.378
H5 -4.4740 -0.9056 5.3310  0.323
H6 -2.8876 -2.8329 5.4497  0.375
H7 -1.7229 -1.8067 6.2974  0.380
H8 -3.6533 -2.1602 3.1586  0.438
H9 -2.9257 -1.3339 0.9447  0.448
H10 0.0851 0.8539 -1.3223  0.403
H11 1.0033 2.6146 -2.8343  0.297
H12 2.5146 2.4023 -1.9144  0.456
H13 2.5441 1.0721 -4.0443  0.266
H14 2.6381 0.0434 -2.5994  0.578
H15 1.4016 -1.7805 -2.6480  0.413
H16 -0.0967 -1.8800 -3.5858  0.435
H17 1.7759 -3.0463 -4.7646  0.387
H18 2.6920 -1.5306 -4.7853  0.275
H19 1.5061 -1.8335 -6.9506  0.382
H20 -0.0323 -1.9845 -6.0922  0.348
H21 0.0951 0.2799 -6.8893  0.337
H22 2.4346 0.3480 -7.0419  0.351
H23 0.1511 1.5660 -4.7270  0.353
H24 -0.8987 0.1355 -4.7363  0.484
H25 1.3715 1.9008 4.0702  0.342
H26 2.2896 0.4131 3.8417  0.347
H27 2.4922 1.7591 2.7002  0.352
H28 -0.2742 -0.3557 5.0558  0.429

Summary:
E in eV: -30317.9328
Maximum force in eV Å⁻¹: 1.3
LUMO level in eV: 0.7
E_HOMO in eV: -8.28
Multiplicity: 1
Kohn-Sham gap in Ha: 0.32913
SMILES: CCCc1ccc2oc(C(=O)NCCN3CCC[C@H](O)C3)c(C)c2c1